Formula: C7H12O
Source: OMol25
Level of theory: wB97M-V/def2-TZVPD

CARTESIAN COORDINATES (ANGSTROEM)
C1 1.168 0.514 -1.106
C2 1.354 2.003 -0.836
C3 -0.913 -0.728 -1.636
C4 0.570 0.025 1.886
C5 -1.512 -1.190 1.136
C6 0.021 -0.244 -0.553
C7 -0.249 -0.471 0.740
O1 2.223 1.029 -0.355
H1 1.494 0.146 -2.081
H2 1.724 2.613 -1.651
H3 0.773 2.526 -0.085
H4 -0.854 -1.810 -1.739
H5 -1.942 -0.472 -1.403
H6 -0.666 -0.282 -2.594
H7 1.522 0.450 1.587
H8 0.015 0.809 2.414
H9 -2.394 -0.605 0.878
H10 -1.529 -1.369 2.207
H11 -1.594 -2.145 0.621
H12 0.788 -0.798 2.570

orbital gap = 9.47 eV
SMILES string = CC(C)=C(C)[C@H]1CO1
spin multiplicity = 1
HOMO = -8.438 eV



Formula: C7H12O
Source: OMol25
Level of theory: wB97M-V/def2-TZVPD

CARTESIAN COORDINATES (ANGSTROEM)
C1 -1.582 -0.518 0.090
C2 -2.098 -1.547 1.081
C3 0.215 1.105 -1.818
C4 0.687 0.412 -0.579
C5 0.034 -0.322 0.294
C6 2.278 0.505 -0.347
C7 2.960 0.323 0.786
O1 -2.259 0.709 0.295
H1 -1.817 1.170 1.026
H2 -1.783 -0.855 -0.930
H3 0.417 -0.802 1.184
H4 2.837 0.892 -1.202
H5 -1.604 -2.514 0.947
H6 -1.936 -1.217 2.114
H7 -3.178 -1.689 0.963
H8 0.561 0.577 -2.712
H9 -0.874 1.173 -1.871
H10 0.609 2.127 -1.847
H11 2.507 -0.077 1.688
H12 4.024 0.547 0.839

orbital gap = 9.91 eV
SMILES string = C=C/C(C)=C/[C@@H](C)O
spin multiplicity = 1
HOMO = -8.950 eV



Formula: C7H12O
Source: OMol25
Level of theory: wB97M-V/def2-TZVPD

CARTESIAN COORDINATES (ANGSTROEM)
C1 -0.155 -1.001 2.159
C2 -1.556 -0.858 1.572
C3 -1.878 0.405 0.690
C4 -0.587 0.865 0.086
C5 -0.066 0.494 -1.078
C6 1.194 0.995 -1.647
C7 2.005 0.271 -2.391
O1 3.204 0.822 -2.775
H1 0.661 -0.890 1.457
H2 -0.073 -2.019 2.587
H3 -0.120 -0.548 3.156
H4 -2.271 -0.955 2.385
H5 -1.754 -1.723 0.941
H6 -2.263 1.104 1.408
H7 -2.644 0.201 -0.048
H8 0.010 1.474 0.754
H9 -0.624 -0.223 -1.684
H10 1.417 2.026 -1.425
H11 1.865 -0.767 -2.678
H12 3.635 0.327 -3.471

orbital gap = 8.95 eV
SMILES string = CCC/C=C/C=C/O
spin multiplicity = 1
HOMO = -8.104 eV